Computed, not measured: a 6-piece molecular cluster, C6H24O6 overall in a non-equilibrium geometry, with ωB97M-V with the def2-TZVPD basis set.

The spin multiplicity is 1. For the molar mass, the calculation gives 192.25 g/mol. Its SMILES is CCO.CCO.CCO.O.O.O. The value obtained for the calculated total energy is -18895.633 eV. For the LUMO energy, the calculation gives 0.2 eV. The calculation puts the HOMO energy at -9.56 eV. The net charge is 0. The calculation puts the energy above the lowest of the compared OMol25 structures with the same formula, charge and spin at 31.8 kcal/mol.

Each atom is followed by the atoms it is bonded to, with distances in Å.
Atoms and positions in Å:
1 C 1.36276 2.13729 3.10629  C2 1.509, H4 1.092, H5 1.094, H6 1.090
2 C 1.92788 2.35475 1.72398  C1 1.509, O3 1.439, H7 1.090, H8 1.090
3 O 0.89250 2.71263 0.79086  C2 1.439, H9 0.958
4 H 0.51051 1.45518 3.14713  C1 1.092
5 H 0.94076 3.07255 3.48502  C1 1.094
6 H 2.12071 1.72911 3.77534  C1 1.090
7 H 2.36962 1.41591 1.38855  C2 1.090
8 H 2.65596 3.16582 1.72595  C2 1.090
9 H 0.82406 3.66613 0.72318  O3 0.958
10 C 3.19533 -2.08220 -0.07361  C11 1.547, H13 1.096, H14 1.087, H15 1.095
11 C 1.91355 -2.21845 -0.92855  C10 1.547, O12 1.429, H16 1.090, H17 1.091
12 O 0.83768 -2.16973 0.01134  C11 1.429, H18 0.974
13 H 4.09566 -2.29806 -0.65987  C10 1.096
14 H 3.11983 -2.66553 0.84026  C10 1.087
15 H 3.38175 -1.05171 0.24622  C10 1.095
16 H 1.93588 -3.20468 -1.39274  C11 1.090
17 H 1.94318 -1.41828 -1.66890  C11 1.091
18 H 0.28720 -1.39481 -0.19975  O12 0.974
19 C -3.66174 -2.11832 -1.37576  C20 1.528, H22 1.095, H23 1.088, H24 1.086
20 C -2.46327 -1.29585 -1.84619  C19 1.528, O21 1.422, H25 1.098, H26 1.091
21 O -2.86840 0.05718 -1.68397  C20 1.422, H27 0.961
22 H -3.39185 -3.17712 -1.44346  C19 1.095
23 H -4.45533 -1.93541 -2.09688  C19 1.088
24 H -3.88811 -1.87023 -0.34271  C19 1.086
25 H -2.29877 -1.46394 -2.91879  C20 1.098
26 H -1.54145 -1.53516 -1.31440  C20 1.091
27 H -2.09930 0.53657 -1.36489  O21 0.961
28 O 1.06700 1.48897 -2.61664  H29 0.962, H30 0.966
29 H 0.60288 2.31681 -2.46156  O28 0.962
30 H 0.68212 0.87387 -1.97844  O28 0.966
31 O -0.31436 0.38839 -0.13370  H32 0.978, H33 0.976
32 H 0.18971 1.13771 0.24170  O31 0.978
33 H -1.13996 0.36721 0.38695  O31 0.976
34 O -2.55330 0.91015 1.51047  H35 0.964, H36 0.964
35 H -3.15548 0.37720 2.04136  O34 0.964
36 H -3.02523 1.73603 1.35624  O34 0.964

These are the Mulliken partial charges, in e, on atoms 1 to 2:
1 C -1.0803
2 C 0.0405